Molecular formula: C11H22N6O4
Method: DFT, ωB97M-V with the def2-TZVPD basis set

Computed properties:
E   -1061.91477 Eh
SMILES   [H]/N=C(/N)NCCC[C@H](NC(=O)[C@@H](N)CCC(N)=O)C(=O)O
ΔE to the lowest compared entry with this formula, charge and spin   22.3 kcal per mole
Spin multiplicity   1
HOMO   -8.496 eV
Net charge   0

The geometry in XYZ format:
```
43
C11H22N6O4 (ωB97M-V with the def2-TZVPD basis set)
C 0.92 2.62 1.13
C 0.73 1.12 1.23
C 1.80 2.92 -0.12
C 3.31 2.73 0.09
C 4.02 4.00 0.64
C -0.61 -0.90 0.85
C 0.31 -1.85 0.15
C -2.09 -1.13 0.51
C -2.54 -0.74 -0.90
C -3.40 -1.85 -1.47
C -3.31 -4.35 -1.66
H 2.20 3.99 2.10
H 1.97 2.51 2.86
H -0.03 3.15 1.00
H 1.52 3.93 -0.38
H 1.50 2.23 -0.95
H 3.80 2.44 -0.80
H 3.39 1.95 0.87
H 5.77 2.94 0.70
H 5.88 4.65 1.14
H -0.95 1.14 0.02
H -0.45 -1.00 1.97
H -2.25 -2.18 0.77
H -2.64 -0.52 1.29
H -3.12 0.18 -0.91
H -1.70 -0.60 -1.62
H -4.24 -2.10 -0.76
H -3.88 -1.49 -2.42
H -1.72 -3.11 -1.50
H -5.15 -3.87 -1.95
H -2.64 -6.23 -1.86
H -1.51 -4.97 -2.17
H 1.77 -1.20 1.22
N 1.53 3.23 2.33
N 5.35 3.86 0.75
N -0.29 0.53 0.54
N -2.72 -3.10 -1.75
N -4.56 -4.69 -1.81
N -2.31 -5.31 -1.59
O 1.49 0.43 1.91
O 3.43 5.07 0.75
O -0.10 -2.56 -0.76
O 1.54 -1.88 0.55
```